13 unconnected molecules or ions with the total composition C61H143N5O21. Source: OMol25; level of theory: ωB97M-V/def2-TZVPD.

Properties
Electronic energy   -4263.1177 Ha
LUMO   0.074 eV
Relative energy (zero: lowest compared OMol25 entry of this formula, charge and spin)   10.755 eV
Largest force on an atom   4.8 eV Å⁻¹
HOMO-LUMO gap   7.4 eV
Spin multiplicity   1

Each line ends with the Mulliken charge.
Element x y z (Å)
C1 4.6804 0.1232 -1.8588  0.23
C2 4.0676 0.8235 -3.1167  0.50
O1 4.8992 1.6719 -3.7402  -0.58
O2 4.5503 1.1119 -0.8852  -0.46
H1 5.7443 -0.0107 -2.0549  0.39
H2 4.3120 -0.8644 -1.5813  -0.12
H3 3.1070 1.2917 -2.9019  -0.58
H4 3.7597 0.0737 -3.8454  0.36
H5 5.5471 1.2562 -4.3138  0.35
H6 3.8118 0.8565 -0.3276  0.00
C3 -4.9072 5.9664 1.0516  -0.22
C4 -5.4690 4.7812 0.3317  -0.29
O3 -4.3704 4.0812 -0.1396  -0.23
O4 -5.8966 6.3904 1.9834  -0.56
H7 -4.6418 6.6496 0.2449  0.22
H8 -3.9664 5.7620 1.5627  0.07
H9 -6.1112 5.0651 -0.5020  0.28
H10 -6.1542 4.1219 0.8645  0.33
H11 -4.6882 3.2025 -0.3600  0.12
H12 -5.5621 6.1932 2.8614  0.32
C5 4.0932 0.9225 3.0602  -0.57
C6 4.1207 2.4734 3.3223  -0.83
O5 2.9332 3.1686 3.2592  -0.28
O6 3.5992 0.4722 1.9000  0.23
H13 3.4880 0.3969 3.7988  0.35
H14 5.0867 0.4758 3.0997  0.36
H15 4.9008 2.8933 2.6873  0.34
H16 4.3981 2.5650 4.3724  0.48
H17 2.4381 3.0311 4.0701  -0.08
H18 2.6503 0.6170 1.8840  -0.22
C7 -6.4250 -0.1279 -1.7589  -0.72
C8 -6.4298 0.4458 -0.3747  -0.50
O7 -5.2552 1.2801 -0.2832  -0.28
O8 -5.6037 -1.2999 -1.8182  -0.27
H19 -6.0932 0.6397 -2.4580  0.34
H20 -7.4784 -0.3607 -1.9145  0.52
H21 -6.2952 -0.4155 0.2796  0.05
H22 -7.2300 1.1833 -0.3122  0.47
H23 -4.5745 0.7275 -0.6743  -0.02
H24 -5.7948 -1.6343 -2.6975  0.17
C9 0.5382 2.1818 -7.5136  -0.43
C10 1.0450 3.2673 -6.4761  -0.41
O9 0.0880 3.4768 -5.3978  -0.43
O10 -0.3261 1.2354 -6.8859  -0.48
H25 1.3578 1.6889 -8.0364  0.33
H26 -0.0522 2.5484 -8.3533  0.36
H27 1.0416 4.2292 -6.9887  0.39
H28 2.0410 3.0300 -6.1023  0.21
H29 0.0277 2.6404 -4.9305  0.16
H30 -0.8153 0.7861 -7.5790  0.27
C11 1.8851 -2.7994 0.7687  0.72
C12 1.2981 -3.2452 2.0656  -0.31
O11 2.0157 -4.1624 2.8195  -0.67
O12 3.2675 -2.5261 0.8373  -0.51
H31 1.3498 -1.9590 0.3267  -0.39
H32 1.8844 -3.6557 0.0942  0.24
H33 0.2210 -3.3771 1.9635  0.26
H34 1.2942 -2.4485 2.8094  0.14
H35 2.8591 -4.0212 2.3834  0.38
H36 3.4607 -2.0266 1.6341  0.20
C13 -1.3313 -2.2659 5.3311  0.26
C14 -1.8747 -1.0972 6.1975  -0.47
O13 -0.7205 -0.4274 6.6544  -0.35
O14 -0.6958 -3.2232 6.0643  -0.60
H37 -0.7514 -1.7845 4.5436  -0.05
H38 -2.0921 -2.7789 4.7428  0.15
H39 -2.5076 -1.3221 7.0559  0.34
H40 -2.3372 -0.3084 5.6042  0.19
H41 -0.2402 -1.1007 7.1418  0.25
H42 -0.0172 -3.6047 5.5024  0.37
C15 -0.0596 -4.0356 -6.1877  -0.20
C16 -0.8110 -4.3155 -4.8549  0.02
O15 -2.1534 -4.5360 -5.1422  -0.57
O16 -0.3404 -5.1141 -7.1109  -0.56
H43 0.9800 -3.8068 -5.9533  0.18
H44 -0.6769 -3.1846 -6.4755  0.32
H45 -0.7013 -3.4498 -4.2016  -0.16
H46 -0.5065 -5.2554 -4.3945  0.34
H47 -2.5441 -3.7422 -5.5147  0.38
H48 -1.1300 -5.5620 -6.7985  0.36
C17 4.6113 -3.2680 -4.3291  -2.01
C18 3.8770 -4.1094 -3.2900  2.07
C19 3.2889 -5.4057 -3.9059  -0.95
C20 4.4028 -6.3666 -4.2839  -1.19
C21 5.5711 -6.5505 -3.2802  -1.22
C22 5.7171 -5.4776 -2.1784  1.64
N1 4.6688 -4.4123 -2.1011  0.55
O17 5.0668 -3.1883 -1.4117  -0.41
C23 5.5216 -6.1602 -0.8265  -1.96
C24 7.0489 -4.8722 -2.4594  -1.76
C25 2.5535 -3.3811 -2.7708  -1.05
H49 3.8425 -2.9245 -5.0212  0.42
H50 5.3163 -3.8871 -4.8839  0.53
H51 5.2810 -2.4586 -4.0385  0.23
H52 2.6174 -5.9083 -3.2097  0.55
H53 2.7932 -5.1522 -4.8430  0.11
H54 4.6951 -6.1255 -5.3059  0.48
H55 3.8815 -7.3178 -4.3917  0.47
H56 6.3784 -6.7433 -3.9868  0.25
H57 5.6812 -7.5010 -2.7582  0.60
H58 5.6349 -5.4533 -0.0046  0.30
H59 4.5900 -6.6763 -0.5947  0.34
H60 6.3908 -6.7861 -0.6245  0.55
H61 7.7492 -5.6384 -2.7920  0.42
H62 6.8961 -4.1220 -3.2352  0.38
H63 7.4214 -4.2098 -1.6779  0.37
H64 1.7467 -3.3824 -3.5038  0.00
H65 2.6528 -2.3718 -2.3714  -0.12
H66 2.1746 -3.9565 -1.9262  0.15
H67 4.3539 -3.0494 -0.7839  0.11
C26 2.5252 3.4760 -0.3951  0.12
C27 2.3748 4.8444 -1.1334  1.70
C28 1.9655 4.4960 -2.5945  -0.15
C29 1.5627 5.7027 -3.3518  -0.91
C30 0.4846 6.5294 -2.6170  -1.61
C31 0.7754 6.9361 -1.0771  1.87
N2 1.3869 5.7146 -0.4334  1.45
O18 1.6108 5.8538 0.8991  -0.59
C32 1.5683 8.2452 -0.8369  -1.79
C33 -0.5812 7.1166 -0.3822  -2.04
C34 3.7762 5.5511 -1.0890  -2.09
H68 3.2470 3.5439 0.4188  0.37
H69 2.7677 2.6543 -1.0690  -0.90
H70 1.5509 3.2237 0.0235  -0.36
H71 2.8335 4.0901 -3.1139  0.23
H72 1.3200 3.6213 -2.6737  -0.23
H73 1.1090 5.2542 -4.2356  0.18
H74 2.5008 6.2332 -3.5148  0.41
H75 -0.5505 6.2059 -2.7267  0.39
H76 0.3961 7.4143 -3.2473  0.47
H77 1.8078 8.7443 -1.7758  0.36
H78 1.0779 9.0477 -0.2860  0.42
H79 2.5019 8.0287 -0.3176  0.31
H80 -1.0925 6.2426 0.0214  0.18
H81 -0.5117 7.6788 0.5491  0.45
H82 -1.2901 7.5028 -1.1146  0.49
H83 3.9446 5.8962 -0.0689  0.47
H84 3.9484 6.4274 -1.7139  0.36
H85 4.6486 4.9379 -1.3146  0.35
H86 1.0225 5.1663 1.2197  0.15
C35 -0.0565 0.3877 1.1003  -0.53
C36 -1.5655 0.4535 0.7034  2.36
C37 -1.8525 1.9392 0.3581  -0.62
C38 -1.4122 2.4609 -1.0071  0.18
C39 -1.7766 1.3989 -2.0704  -1.78
C40 -1.2615 -0.0277 -1.8366  2.29
N3 -1.7390 -0.3732 -0.4987  0.70
O19 -1.5218 -1.7427 -0.2033  1.02
C41 -2.0613 -0.9069 -2.8750  -1.65
C42 0.2472 -0.1129 -2.2675  -0.46
C43 -2.6657 0.0549 1.8188  -1.48
H87 0.2401 -0.6027 1.4457  -0.07
H88 -0.0381 1.0040 1.9991  0.26
H89 0.6567 0.7038 0.3390  -0.46
H90 -2.8687 2.2955 0.5268  0.52
H91 -1.4851 2.5194 1.2045  -0.75
H92 -0.3334 2.5897 -0.9183  -0.77
H93 -1.6341 3.5159 -1.1672  1.09
H94 -1.5487 1.8279 -3.0462  0.46
H95 -2.8652 1.4346 -2.1135  0.47
H96 -1.9717 -1.9913 -2.8115  -0.14
H97 -3.1216 -0.6817 -2.7609  0.10
H98 -1.7573 -0.7319 -3.9070  0.54
H99 0.5406 -1.0242 -1.7464  -0.26
H100 0.4579 -0.1376 -3.3367  0.88
H101 0.8951 0.6735 -1.8805  -1.21
H102 -3.0501 -0.9633 1.8782  -0.03
H103 -3.6609 0.4931 1.7442  0.17
H104 -2.1241 0.3698 2.7108  0.16
H105 -2.3903 -2.1421 -0.2916  -0.47
C44 -5.8962 -3.9341 1.7541  -2.02
C45 -4.8132 -4.8840 1.2261  1.56
C46 -5.3536 -6.4141 1.2883  -1.15
C47 -4.6108 -7.3367 0.2364  -0.83
C48 -4.7052 -6.7646 -1.1959  -1.10
C49 -4.0961 -5.3258 -1.3015  1.25
N4 -4.4602 -4.4097 -0.0737  -0.45
O20 -4.0656 -3.0973 -0.1150  0.90
C50 -2.5831 -5.4203 -1.3028  -1.40
C51 -4.8150 -4.7087 -2.4664  -1.25
C52 -3.5817 -5.0650 2.2379  -1.57
H106 -6.8048 -3.7606 1.1774  0.38
H107 -5.5943 -2.9649 2.1511  0.24
H108 -6.1642 -4.2681 2.7564  0.52
H109 -5.0537 -6.9294 2.2009  0.38
H110 -6.4289 -6.5224 1.1465  0.43
H111 -4.9867 -8.3521 0.3620  0.45
H112 -3.5641 -7.4795 0.5049  0.32
H113 -5.7753 -6.7372 -1.4015  0.38
H114 -4.2086 -7.5127 -1.8138  0.39
H115 -2.1689 -6.1919 -0.6539  0.30
H116 -2.3147 -5.8023 -2.2878  0.47
H117 -2.0964 -4.4766 -1.0567  -0.09
H118 -4.4540 -5.0700 -3.4294  0.40
H119 -5.8914 -4.8695 -2.5262  0.41
H120 -4.5508 -3.6513 -2.4527  -0.13
H121 -3.8157 -5.0730 3.3025  0.52
H122 -3.0401 -4.1422 2.0305  -0.06
H123 -2.8504 -5.8499 2.0452  0.43
H124 -4.9374 -2.7314 -0.2813  0.03
C53 -1.8465 3.3244 5.8082  -1.41
C54 -0.4350 3.7592 5.2736  1.79
C55 -0.0954 5.2365 5.6343  -1.17
C56 0.3149 5.4573 7.1683  -0.91
C57 1.5640 4.5565 7.3628  -1.20
C58 1.3150 3.0043 7.0405  1.12
N5 0.7263 2.9042 5.6403  0.69
O21 0.7513 1.6406 5.0412  0.12
C59 2.7637 2.3865 7.1380  -1.63
C60 0.4468 2.5350 8.2305  -1.61
C61 -0.5441 3.8030 3.6731  -1.55
H125 -2.4026 2.7607 5.0592  0.17
H126 -2.4854 4.2051 5.7423  0.39
H127 -1.8346 2.9033 6.8135  0.14
H128 0.5585 5.6893 4.8890  0.47
H129 -0.9902 5.8558 5.6975  0.42
H130 -0.4547 5.1453 7.8744  0.28
H131 0.4447 6.5378 7.2296  0.50
H132 1.7010 4.7277 8.4305  0.44
H133 2.4579 4.9041 6.8449  0.47
H134 3.2555 2.7031 8.0577  0.45
H135 2.7919 1.3007 7.2294  0.35
H136 3.4635 2.6281 6.3380  0.10
H137 0.5431 1.4493 8.2294  0.22
H138 0.8809 2.7190 9.2133  0.50
H139 -0.5544 2.9385 8.3819  0.35
H140 -0.8458 4.7865 3.3128  0.71
H141 -1.0483 2.9681 3.1865  -0.20
H142 0.4006 3.7491 3.1321  -0.15
H143 0.2458 1.0096 5.5588  0.06

Atomic forces in eV per Å
C -0.068 1.364 -1.618
C -1.387 -3.964 0.027
O 1.671 2.854 -0.810
O 0.206 -0.064 1.512
H 0.180 -0.072 -0.095
H -0.479 0.161 -0.100
H 0.254 0.486 0.532
H -0.112 -0.732 -0.188
H -0.187 -0.319 0.225
H 0.158 0.191 0.488
C -0.562 -0.352 0.317
C -0.478 -0.645 -0.547
O 0.891 -0.824 -0.616
O 0.151 0.962 -0.053
H -0.335 0.888 0.442
H -0.030 -0.469 -0.030
H -0.026 0.674 -0.318
H 0.276 0.096 1.043
H 0.179 -0.444 -0.197
H -0.081 0.081 -0.036
C 0.387 0.731 2.631
C 1.033 -1.743 0.977
O -1.062 0.356 -1.383
O -1.480 -0.683 -3.803
H 0.139 0.424 1.088
H 0.385 0.559 0.413
H -0.294 0.379 -0.125
H 1.046 -0.216 0.066
H -0.374 -0.066 0.318
H -0.248 0.190 -0.051
C -1.114 -0.133 0.327
C 1.918 1.002 -1.246
O -0.059 -0.224 0.464
O -0.516 0.654 -0.130
H -0.022 -0.039 -0.179
H -0.099 -0.399 -0.678
H -0.877 0.322 0.748
H -0.436 -0.761 0.739
H 0.846 0.114 0.108
H 0.393 -0.527 -0.084
C -0.419 0.176 -0.101
C -1.831 -0.316 -0.355
O 1.017 -0.308 -0.945
O 0.480 -0.213 0.589
H 0.529 -0.147 0.462
H 0.040 1.069 0.162
H 0.398 -0.083 -0.029
H -0.049 -0.069 0.089
H -0.188 -0.176 0.100
H 0.008 -0.024 0.070
C 0.209 -0.996 -0.775
C -1.633 2.731 1.643
O 0.553 -1.722 -0.945
O 0.650 -0.125 0.408
H -0.264 -0.147 0.100
H -0.541 0.061 -0.274
H -0.021 -1.088 -0.300
H -0.202 1.502 -0.473
H 0.985 -0.825 0.468
H 0.181 0.659 0.003
C -2.722 1.332 -1.496
C 0.747 -0.012 -0.879
O 0.718 0.367 0.804
O 1.485 -0.650 1.266
H 0.706 0.112 0.210
H -0.812 0.240 0.040
H -0.166 -0.544 -0.189
H -0.545 -0.544 -0.365
H 0.492 0.051 0.223
H 0.180 -0.251 0.177
C -2.485 -1.089 1.248
C 1.104 -0.188 -0.532
O -1.383 -0.386 -0.123
O 1.472 0.828 0.340
H 0.064 -0.238 -0.785
H 0.819 0.725 -0.798
H 0.302 -0.092 0.332
H 0.444 0.215 0.260
H -0.077 0.170 -0.052
H -0.233 0.091 0.187
C 0.086 -0.516 -0.882
C -1.640 1.358 1.073
C 1.717 0.339 0.345
C -1.047 -1.313 0.270
C -1.069 -0.255 -1.222
C -0.846 0.493 0.660
N -1.433 -0.428 -0.475
O 0.658 -1.332 -1.423
C 1.846 0.200 1.206
C 0.924 1.336 0.401
C 0.663 -0.280 0.257
H 0.251 0.345 -0.274
H -0.192 -0.385 -0.303
H -0.677 0.262 0.775
H -0.178 0.363 0.079
H -0.420 0.116 0.224
H 0.695 0.097 0.217
H 0.181 -0.338 -0.173
H 0.864 1.206 0.343
H -1.231 -0.281 0.056
H -0.185 0.580 -0.163
H -0.020 -0.112 -0.816
H -0.081 -0.745 -0.138
H 0.285 0.365 0.287
H 0.113 -0.398 -0.575
H 0.267 -0.537 0.487
H 0.180 0.095 -0.314
H 0.394 0.184 -0.335
H 0.058 -0.276 -0.068
H -0.186 -0.130 0.497
C -0.669 0.860 0.225
C 1.525 -0.112 -0.030
C 1.022 -0.384 1.237
C -1.446 -0.563 0.507
C 0.847 1.391 0.330
C -0.413 -1.590 0.100
N -1.088 -0.658 -3.991
O 0.363 0.130 1.328
C 0.746 0.093 -0.780
C -0.711 -0.198 0.351
C 0.294 0.000 0.212
H -0.027 -0.180 -0.030
H 0.355 0.395 -0.087
H -0.159 -0.040 0.250
H 0.589 0.015 0.309
H -0.909 0.332 0.456
H 0.222 0.861 -0.602
H -0.420 0.558 -0.413
H 0.206 -1.108 0.368
H 0.232 0.778 0.434
H 0.290 -0.228 -0.245
H -0.440 -0.463 0.283
H 0.010 0.021 -0.041
H 0.423 -0.855 -0.604
H 0.080 0.751 -0.411
H -0.071 0.708 0.324
H -0.126 -0.006 0.175
H -0.689 0.150 -0.253
H -0.270 -0.642 -0.087
H 0.092 0.035 0.834
C -1.207 -0.386 1.833
C -0.507 0.030 -1.505
C -0.945 1.010 0.617
C 1.904 -1.138 0.958
C -0.648 2.098 0.035
C -0.650 0.913 -1.987
N -1.151 -0.415 -0.546
O 0.953 0.289 0.119
C 0.027 -0.011 0.306
C -0.227 -0.430 1.842
C 1.411 -0.015 -0.568
H -0.186 -0.203 -0.160
H 0.800 0.352 0.038
H -0.416 0.329 -0.087
H -0.700 -1.075 -0.466
H 1.033 0.146 -0.163
H 0.551 -0.497 -0.419
H -1.094 -0.273 -0.328
H 0.617 -0.463 -0.291
H -0.368 -0.525 0.194
H 0.289 -0.089 0.728
H -0.063 0.002 -0.068
H 0.057 0.644 0.000
H 0.662 -0.349 -0.505
H -0.525 -0.336 -0.004
H -0.246 0.289 0.271
H 1.318 -0.674 -0.038
H 0.492 1.275 -0.386
H -0.674 -0.222 0.614
H -0.434 -0.245 0.046
C 0.179 0.069 2.377
C -0.056 -2.454 1.869
C 1.196 -0.145 -2.131
C -0.282 1.094 0.425
C -0.191 -0.242 2.349
C -0.861 -0.087 2.442
N -0.854 -4.494 -1.497
O 0.051 0.299 -0.196
C 0.205 -0.365 -1.220
C 1.108 1.032 -1.304
C 0.096 2.384 -0.894
H 0.215 -0.511 -0.364
H 0.847 0.508 -0.940
H -0.686 -0.847 -0.031
H -0.424 0.810 0.536
H -0.082 0.215 -0.083
H -0.458 -0.009 -0.463
H 0.208 0.431 0.185
H 0.037 0.064 -0.451
H 0.069 0.550 -0.637
H -0.448 0.113 0.500
H 0.473 0.450 -0.337
H 0.008 0.022 -0.339
H 0.360 -0.246 -0.011
H 0.035 0.128 0.713
H -0.366 0.259 -0.238
H -0.410 -0.062 -0.105
H 0.514 0.255 0.486
H -0.530 -0.341 -0.414
H 0.235 1.296 -0.357
C 0.337 0.847 -0.765
C -0.184 0.155 -1.800
C -1.299 -0.034 2.568
C 1.270 -1.404 -3.259
C -0.895 0.534 0.449
C 0.547 2.294 0.436
N 0.879 1.410 1.184
O 0.212 0.069 -0.197
C -0.715 -0.509 0.182
C 0.801 -1.421 0.294
C 0.982 -0.224 0.208
H 0.483 -1.048 0.264
H 0.122 0.423 0.725
H -0.223 -0.062 -0.319
H 0.458 -0.135 0.443
H -0.549 -0.312 -1.197
H -0.251 0.029 -0.297
H 0.516 -0.121 0.546
H 0.904 -0.910 0.204
H -0.210 0.201 -0.252
H -0.270 0.395 0.113
H -0.433 -0.206 -0.259
H -0.443 0.335 -0.266
H -1.147 -0.318 -0.166
H 0.739 0.603 -0.168
H -0.049 -0.351 -0.780
H -1.001 -0.098 0.268
H -0.720 0.189 0.480
H 0.817 -0.179 0.721
H -0.569 -0.337 0.586